Entry 1:
Below is an isolated molecule of C15H13FN4O at a distorted geometry, with properties calculated with wB97M-V/def2-TZVPD.

As for the structure (SMILES): Cc1c(C#N)n[nH]c1-c1cc(F)c2c(c1)C(C)(C)C(=O)N2. As for the HOMO-LUMO gap: 9.1 eV. For the total energy, the calculation gives -26491.3497 eV. Its HOMO energy is -0.326 Eh. As for the LUMO energy: 0.22 eV. The calculation puts the energy relative to the best compared isomer or geometry (same formula, charge and spin) at 0.0 kJ/mol.

```
! wB97M-V def2-TZVPD RIJCOSX def2/J DEFGRID3
* xyz 0 1
F -2.46018 -0.70270 3.19207
O 2.07001 1.55900 4.23507
N -3.05731 -0.33948 -2.08025
N 0.27688 0.26327 3.61614
N -1.50040 -1.60080 -6.35125
N -3.25421 -0.60745 -3.42071
C 0.28213 -1.52078 -2.77005
C -1.67576 -0.46466 2.11872
C -2.06996 -0.99191 -3.87012
C -1.12175 -0.99413 -2.76438
C -0.38423 0.02234 2.39915
C -1.76134 -0.54530 -1.63798
C 1.73126 1.00546 1.83167
C 1.84561 2.43033 1.33285
C -2.08083 -0.67364 0.80576
C -1.23489 -0.39053 -0.26256
C 2.98466 0.16395 1.55251
C 0.44503 0.34248 1.32139
C 0.03469 0.12122 0.01727
C -1.70991 -1.33699 -5.23515
C 1.40721 1.00842 3.34917
H -3.80095 0.09958 -1.52753
H 3.33027 0.25098 0.53202
H -0.19762 0.41310 4.50836
H 0.68762 0.47274 -0.78595
H 1.01523 -0.76004 -3.06362
H 0.44569 -2.35816 -3.43542
H 0.91083 2.97432 1.54196
H 2.67788 2.94746 1.77891
H -3.07965 -1.02443 0.63122
H 2.78419 -0.86862 1.84420
H 0.56778 -1.84400 -1.78429
H 3.83034 0.52458 2.13719
H 2.06169 2.42437 0.24363
*
```

Entry 2:
Below is C15H13HgN2O6S3Te as an isolated structure at a distorted geometry, with properties calculated with wB97M-V/def2-TZVPD.

As for the HOMO-LUMO gap (alpha / beta): 5.8 / 5.5 eV. As for the expectation value of S²: 0.7676. For the total energy, the calculation gives -75005.9423 eV. Its HOMO energy (alpha / beta) is -0.063 / -0.064 Eh. As for the LUMO energy (alpha / beta): 4.11 / 3.82 eV. The calculation puts the energy relative to the best compared isomer or geometry (same formula, charge and spin) at 104.4 kJ/mol.

```
! wB97M-V def2-TZVPD RIJCOSX def2/J DEFGRID3
* xyz -2 2
Hg 0.24424 -0.17315 -2.40699
Te 1.96961 -2.12257 -0.72548
S 1.71389 0.52370 0.74898
S -0.64242 3.06673 0.61147
S 3.04740 -4.98215 -2.29272
O 2.61226 -0.35239 1.50890
O 2.32623 0.96119 -0.49919
O -0.38816 2.61987 -0.75044
O -1.15918 4.44471 0.60254
O -1.44406 2.22131 1.47496
O 0.37529 -0.01076 0.67084
N -3.37070 1.11348 -1.57256
N -2.32058 -0.89548 -1.08254
C -3.18782 0.04509 -0.71399
C -2.08865 -1.90338 -0.24746
C 2.82243 2.21303 2.59288
C -3.97299 -0.08684 0.44183
C 0.90605 -3.91734 -3.12531
C 1.19117 4.38236 2.10895
C 2.28128 4.52119 2.95220
C 1.09439 -5.06862 -3.92943
C -3.72105 -1.13317 1.29560
C -2.74083 -2.06200 0.95846
C 2.21484 -5.76017 -3.59584
C 1.86624 -3.70849 -2.17349
C 1.75274 2.06970 1.71788
C 3.08376 3.42297 3.21502
C 0.92242 3.17000 1.48943
H -4.27035 -1.22818 2.22606
H 2.49937 5.47941 3.41078
H -2.47561 -2.86910 1.62676
H -4.70622 0.67565 0.66545
H -3.50371 1.98662 -1.07561
H -1.32819 -2.60539 -0.57416
H 3.42671 1.33664 2.78231
H 0.07675 -3.23552 -3.25090
H 2.60624 -6.67027 -4.01779
H 0.51631 5.20060 1.89759
H 0.40902 -5.38250 -4.70490
H 3.91578 3.50648 3.90505
H -2.55390 1.20678 -2.16517
*
```

Entry 3:
Below is C15H13I2MgN2O6 as an isolated structure at a distorted geometry, with properties calculated with wB97M-V/def2-TZVPD.

As for the HOMO-LUMO gap: 7.0 eV. For the total energy, the calculation gives -52684.5739 eV. Its HOMO energy is -0.178 Eh. As for the LUMO energy: 2.16 eV.

```
! wB97M-V def2-TZVPD RIJCOSX def2/J DEFGRID3
* xyz -1 1
I 2.90819 -6.27613 -0.08782
I 4.46620 -0.94619 2.04847
Mg 0.54987 1.16976 0.00094
O -2.28426 0.87508 -2.44992
O 1.70917 2.70948 -0.02455
O 1.67341 -0.18923 0.74395
O 1.85141 5.00451 0.03024
O -0.86124 0.60574 1.56570
O -0.11061 0.68009 -1.75037
N -0.95936 2.78536 -0.05380
N -0.36725 -1.85672 -0.30581
C 2.40061 -4.27165 0.22412
C -0.96863 -3.90480 -1.35930
C 1.25319 3.92924 0.12026
C 3.29428 -3.48011 0.88647
C -1.13946 2.81312 -1.55238
C 1.16371 -3.74245 -0.23460
C -2.22905 2.44025 0.63932
C 0.86414 -2.37932 0.02947
C 1.85993 -1.46741 0.63972
C -1.93125 1.55421 1.85069
C -0.25332 3.97871 0.47652
C 3.03521 -2.10891 1.08690
C 0.19712 -4.48441 -0.96283
C -1.23150 -2.57753 -0.98115
C -1.21966 1.32923 -2.00025
H -2.86445 1.90061 -0.05589
H -2.01706 3.37241 -1.85374
H -2.17344 -2.09580 -1.24938
H -1.13778 -0.15956 0.97170
H -1.58117 2.16027 2.67736
H 4.22357 -3.90194 1.24993
H 0.40473 -5.51770 -1.20573
H -0.68367 4.91058 0.12064
H -0.31048 3.96150 1.56859
H -1.69392 -4.45220 -1.94696
H -2.82986 1.03851 2.17407
H -0.24535 3.25864 -1.99039
H -2.76198 3.33476 0.95982
*
```

Entry 4:
Below is an isolated molecule of C15H13NO3 at a distorted geometry, with properties calculated with wB97M-V/def2-TZVPD.

As for the structure (SMILES): O=C1C=CC(=O)C(CCC(=O)Nc2ccccc2)=C1. As for the HOMO-LUMO gap: 6.4 eV. For the total energy, the calculation gives -23382.5419 eV. Its HOMO energy is -0.309 Eh. As for the LUMO energy: -2.01 eV. The calculation puts the energy relative to the best compared isomer or geometry (same formula, charge and spin) at 1538.9 kJ/mol.

```
! wB97M-V def2-TZVPD RIJCOSX def2/J DEFGRID3
* xyz 0 1
O -0.76460 -2.50249 -0.99568
O -2.17019 2.67933 -2.86465
O -0.25897 0.51393 3.66362
N 0.21319 1.49824 1.48371
C 2.50397 -2.07504 0.64595
C 3.55483 0.07457 -0.81714
C 1.35991 -1.06786 1.31925
C -0.29417 0.82767 -2.88921
C 2.40135 1.08349 -0.15128
C -1.93298 -0.27602 -0.33742
C -0.75325 0.83111 2.43658
C -2.60251 -0.73527 1.10032
C 1.24844 0.54686 0.92688
C 3.60657 -1.53473 -0.44418
C -2.33673 0.50415 2.15703
C -2.29284 1.06174 -0.88167
C -1.62287 1.59452 -2.28091
C 0.08262 -0.54113 -2.39795
C -0.88503 -1.18890 -1.23131
H -2.04343 -1.67326 1.52807
H 4.41570 -2.24239 -0.92191
H -2.90122 1.50842 1.85725
H 0.60354 -1.57697 2.06205
H 0.35544 1.35905 -3.71138
H 2.48182 -3.22071 0.96163
H 4.38060 0.45291 -1.58176
H 2.46374 2.20929 -0.50362
H -3.74131 -1.01971 1.02877
H -3.04043 1.76046 -0.31257
H -2.81250 0.17363 3.19998
H -0.26166 2.06617 0.74739
H 1.04298 -1.09109 -2.79584
*
```

Entry 5:
Below is an isolated molecule of C15H14Cl2N2O3S at a distorted geometry, with properties calculated with wB97M-V/def2-TZVPD.

As for the structure (SMILES): CC(=O)N(C)c1ccc(NS(=O)(=O)c2cc(Cl)ccc2Cl)cc1. As for the HOMO-LUMO gap: 8.1 eV. For the total energy, the calculation gives -60775.4861 eV. Its HOMO energy is -0.309 Eh. As for the LUMO energy: -0.27 eV. The calculation puts the energy relative to the best compared isomer or geometry (same formula, charge and spin) at 947.5 kJ/mol.

```
! wB97M-V def2-TZVPD RIJCOSX def2/J DEFGRID3
* xyz 0 1
Cl 7.72637 0.05134 0.60670
Cl 1.86794 1.11610 -1.38187
S 2.71719 -1.81199 -0.39758
O 3.38108 -3.01062 0.03748
O -4.25810 -1.39382 -0.90736
O 2.08221 -2.07522 -1.61944
N -3.67919 0.37930 0.12502
N 1.55039 -1.62808 0.54033
C 5.65626 1.60747 -0.31209
C 3.87851 -0.66586 -0.36287
C -0.50479 -0.50779 1.74735
C 0.20557 -0.94631 0.37079
C -1.77120 -0.02125 1.52080
C -1.70941 -0.65768 -0.83813
C -6.04330 0.14608 -0.32153
C -4.52899 -0.40775 -0.41419
C -0.50732 -1.05425 -0.80924
C -2.37227 -0.22059 0.10875
C 6.15068 0.41110 -0.02131
C 3.35484 0.84304 -0.72615
C 4.35514 1.77852 -0.98182
C 5.08741 -0.78605 0.12878
C -4.05984 1.77927 0.73569
H 5.38522 -1.90610 0.39445
H -0.06878 -1.43693 -1.66165
H -4.71040 2.14828 0.10057
H -3.18410 2.19106 0.85950
H 6.40972 2.52954 -0.67771
H -6.72140 -0.60877 -0.99622
H 1.88634 -1.37661 1.57128
H -6.37937 0.58401 0.64196
H -4.57612 1.56294 1.74786
H 4.05051 2.80303 -1.08896
H -2.16877 0.44930 2.40721
H -6.19809 0.97717 -1.01501
H 0.02307 -0.33228 2.63742
H -2.32703 -0.50959 -1.74881
*
```

Entry 6:
Below is C15H14ClIrN6O2Se2Te2 as an isolated structure at a distorted geometry, with properties calculated with wB97M-V/def2-TZVPD.

As for the HOMO-LUMO gap (alpha / beta): 6.3 / 5.1 eV. As for the expectation value of S²: 0.7721. For the total energy, the calculation gives -189452.5299 eV. Its HOMO energy (alpha / beta) is -0.398 / -0.397 Eh. As for the LUMO energy (alpha / beta): -4.56 / -5.73 eV.

```
! wB97M-V def2-TZVPD RIJCOSX def2/J DEFGRID3
* xyz 1 2
Ir 0.48123 0.68612 0.99982
Te 1.90948 2.09546 4.14770
Te 3.96988 1.26595 2.52994
Se 2.74397 -0.33224 1.17534
Se 0.28601 0.40891 3.52047
Cl 1.08991 -1.95687 -1.68576
O 1.46541 2.58289 1.13648
O 1.15200 3.30714 2.18288
N 0.38840 1.10666 -1.07670
N -0.55866 1.20701 -4.95708
N -1.43288 1.46685 0.78062
N -1.22859 1.40915 -2.77598
N 2.62650 1.08653 -1.71002
N 1.05944 1.12442 -3.34673
C 1.93456 -3.93285 -0.07159
C 0.44919 -3.08389 2.09632
C 2.00305 -4.63349 1.12123
C -0.53690 -1.16210 0.81730
C -3.16898 1.93379 -0.79281
C -2.28138 1.73133 1.77833
C -1.87176 1.57651 -0.48305
C -0.22492 1.23520 -3.66862
C -3.59156 2.10902 1.54420
C 1.34244 1.09474 -2.05150
C -4.04891 2.20245 0.24154
C 0.35788 -2.35154 0.90914
C 1.25690 -4.20227 2.21034
C 1.12659 -2.81044 -0.15938
C -0.85689 1.33300 -1.52803
H 1.29668 -4.74534 3.14508
H -1.52117 1.30698 -5.22485
H -1.89287 1.64537 2.78076
H 0.15665 1.09316 -5.65317
H -3.45379 1.99491 -1.83233
H 3.31301 1.10191 -2.44377
H -5.07151 2.48382 0.03176
H -1.27938 -1.20708 1.61754
H -0.13559 -2.75716 2.94860
H -1.05112 -1.14807 -0.14710
H 2.90452 1.17364 -0.74978
H -4.23609 2.32349 2.38425
H 2.63113 -5.51050 1.19581
H 2.49810 -4.25256 -0.93720
*
```